Version one
Below is C4H8N4 in the gas phase, with properties calculated with wB97M-V/def2-TZVPD.

Atoms and positions in Å:
C 0.00716 -0.23137 -0.52722
C -0.73335 -1.21132 0.17164
C -1.17155 0.23005 0.39016
C 1.18512 0.17668 0.22503
H -0.25226 0.73222 -2.37634
H -0.24141 -1.09852 -2.38123
H -0.39563 -1.62341 1.13848
H -1.56189 -1.65774 -0.35355
H -1.98595 0.96565 0.10073
H -0.89326 1.55721 1.64644
H 1.31860 0.02437 2.26372
H 2.54734 0.57390 -1.39383
N -0.53615 -0.18852 -1.88503
N -0.58859 0.68906 1.60994
N 0.86265 0.54555 1.56287
N 2.43914 0.51619 -0.19180

Molecular weight = 112.14 g/mol
Frontier orbital gap = 0.3215 Ha
Lowest unoccupied orbital energy = 0.89 eV

natural (NBO) population analysis, charges in e, atoms 1 to 5: atom 1 (C): -0.037, atom 2 (C): -0.430, atom 3 (C): -0.050, atom 4 (C): 0.398, atom 5 (H): 0.382

Version two
Below is C4H8N4 in the gas phase, with properties calculated with wB97M-V/def2-TZVPD.

Atoms and positions in Å:
C -0.11431 0.28511 -1.36772
C 1.06914 0.02973 -0.86866
C 0.78283 -0.38716 0.57994
C -0.56748 -0.30607 0.80360
H -0.47997 0.26557 -3.49841
H -0.21494 1.78906 -2.66618
H 1.97824 0.34922 -1.36745
H 2.34869 0.18550 1.74840
H 1.90682 -1.61588 1.76214
H -0.99810 -0.78744 2.75919
H -2.00364 0.30223 2.08190
H -2.02146 0.11481 -0.65732
N -0.63428 0.84097 -2.55676
N 1.56508 -0.61081 1.73661
N -1.53018 -0.53010 1.87984
N -1.08643 0.07527 -0.36910

Molecular weight = 112.14 g/mol
Frontier orbital gap = 0.3100 Ha
Lowest unoccupied orbital energy = 0.97 eV

natural (NBO) population analysis, charges in e, atoms 1 to 5: atom 1 (C): 0.254, atom 2 (C): -0.332, atom 3 (C): -0.001, atom 4 (C): 0.287, atom 5 (H): 0.382

Version three
Below is a molecular structure, C4H8N4, with properties calculated with wB97M-V/def2-TZVPD.

Atoms and positions in Å:
C 0.32002 -0.38061 0.06377
C 1.53692 -0.69518 -0.68098
C 0.82018 0.68246 -0.68896
C -1.19143 -0.22545 -0.05224
H 1.49383 -1.20539 1.78688
H -0.28463 0.09416 2.02281
H 1.34896 -1.33971 -1.51333
H 2.42179 -1.14677 -0.09304
H 0.30381 0.59798 -1.69619
H -0.34709 2.43540 -0.40900
H -1.83722 1.62171 -0.37608
H -2.16016 -1.92873 -0.08095
N 0.90562 -0.21300 1.42465
N 0.17760 1.64185 0.06836
N -1.22817 1.03938 0.39409
N -2.28002 -0.97812 -0.16979

Molecular weight = 112.14 g/mol
Frontier orbital gap = 0.3331 Ha
Lowest unoccupied orbital energy = 0.40 eV

natural (NBO) population analysis, charges in e, atoms 1 to 5: atom 1 (C): -0.029, atom 2 (C): -0.317, atom 3 (C): -0.105, atom 4 (C): 0.395, atom 5 (H): 0.382

Most stable structure - version two; separation to the second - 3.500 eV.

Version one
Below is C4H8N4 in the gas phase, with properties calculated with wB97M-V/def2-TZVPD.

Atoms and positions in Å:
C -0.58855 -0.21271 1.27361
C 0.70703 -0.62925 0.69770
C 1.53482 0.65840 0.32302
C -0.13555 -0.05782 -2.56465
H -1.42978 0.29473 -0.48462
H -2.39533 0.49091 0.97224
H -1.44255 -0.40998 3.02187
H 1.30457 -1.49946 1.12982
H 2.75995 0.49487 0.34277
H 0.87450 1.55624 0.55240
H 0.66692 -0.79889 -2.83226
H -0.74708 0.33774 -3.48182
N -1.52909 0.68624 0.62195
N -0.58403 -0.90227 2.46818
N 1.07064 -0.35771 -0.62455
N -0.06645 0.34897 -1.41565

Molecular weight = 112.14 g/mol
Frontier orbital gap = 0.3600 Ha
Lowest unoccupied orbital energy = 0.95 eV

natural (NBO) population analysis, charges in e, atoms 1 to 5: atom 1 (C): 0.403, atom 2 (C): -0.155, atom 3 (C): -0.293, atom 4 (C): -0.041, atom 5 (H): 0.420

Version two
Below is a molecular structure, C4H8N4, with properties calculated with wB97M-V/def2-TZVPD.

Atoms and positions in Å:
C -0.67354 -0.66294 1.00440
C -0.98835 0.29745 -0.05461
C -2.36404 0.49378 -0.71089
C 2.64968 -0.41013 -0.18776
N -0.20985 1.51464 0.31892
N 0.99631 1.32396 0.22882
N -0.08065 -0.78519 -0.32424
N 1.44005 0.29898 -0.37027
H -0.24087 -0.33760 1.89743
H -1.34794 -1.57671 1.25561
H -2.92970 1.31104 -0.18241
H -2.76268 -0.55410 -0.74261
H -2.07668 0.80122 -1.70718
H 2.57865 -1.12137 0.65347
H 2.66113 -1.04649 -1.06415
H 3.34847 0.45345 -0.01454

Molecular weight = 112.14 g/mol
Frontier orbital gap = 0.3517 Ha
Lowest unoccupied orbital energy = 0.51 eV

natural (NBO) population analysis, charges in e, atoms 1 to 5: atom 1 (C): -0.302, atom 2 (C): 0.122, atom 3 (C): -0.616, atom 4 (C): -0.436, atom 5 (N): -0.203

Version three
Below is a molecular structure, C4H8N4, with properties calculated with wB97M-V/def2-TZVPD.

Atoms and positions in Å:
C 2.10389 -0.63584 0.47228
C 1.15014 0.45344 0.28250
C -0.90013 0.50236 -1.01039
C -0.41644 -0.00802 0.15864
H 1.63587 -1.56086 1.14460
H 1.89509 -1.17128 -0.50204
H 3.04915 -0.31283 0.66144
H 1.15305 1.37589 0.93112
H -1.85646 0.05891 -1.53302
H -0.31235 -0.71225 1.88112
H -2.17307 -1.31931 0.07336
H -2.88532 -0.22102 1.84735
N 1.15270 1.10887 -1.05724
N 0.18390 1.01414 -1.95524
N -0.94298 -0.65847 1.17828
N -2.12659 -1.18010 1.27391

Molecular weight = 112.14 g/mol
Frontier orbital gap = 0.3074 Ha
Lowest unoccupied orbital energy = 0.32 eV

natural (NBO) population analysis, charges in e, atoms 1 to 5: atom 1 (C): -0.619, atom 2 (C): -0.145, atom 3 (C): -0.305, atom 4 (C): 0.167, atom 5 (H): 0.219

Most stable structure - version two; separation to the second - 0.524 eV.

Version one
Below is C4H8N4 in the gas phase, with properties calculated with wB97M-V/def2-TZVPD.

Atoms and positions in Å:
C 1.94623 0.12245 -0.18067
C -0.20428 0.31901 -0.54818
C -2.44863 0.55000 0.24578
C -2.30563 -0.90471 0.11844
H 2.41442 -1.76300 0.07730
H 3.65229 -0.75035 0.68427
H 3.06899 1.71765 0.03974
H 0.06000 1.42473 -0.61391
H -1.91897 1.06221 0.94972
H -3.47410 1.16335 0.05168
H -3.12938 -1.36879 -0.58441
H -1.86573 -1.46243 0.90820
N 2.95731 -0.99723 -0.11813
N 2.07698 1.33958 0.03498
N 0.71294 -0.53978 -0.33269
N -1.54247 0.08731 -0.73212

Molecular weight = 112.14 g/mol
Frontier orbital gap = 0.3725 Ha
Lowest unoccupied orbital energy = 0.85 eV

natural (NBO) population analysis, charges in e, atoms 1 to 5: atom 1 (C): 0.574, atom 2 (C): 0.335, atom 3 (C): -0.223, atom 4 (C): -0.259, atom 5 (H): 0.376

Version two
Below is C4H8N4 in the gas phase, with properties calculated with wB97M-V/def2-TZVPD.

Atoms and positions in Å:
C 1.13693 0.71668 -0.95883
C -0.00389 -0.47935 -0.38439
C -0.96829 0.00040 0.66307
N 1.63348 -0.21288 0.07686
N -1.52085 -1.04935 1.37982
C -1.20926 1.29441 0.90422
N 1.93093 1.19020 -1.80795
N -0.31252 -1.48345 -1.10979
H 2.24905 -0.99195 -0.16219
H 1.82815 0.23059 0.96994
H -1.49448 -1.93381 0.88997
H -2.40266 -0.85396 1.82885
H 1.42641 1.74026 -2.50075
H 0.43735 -1.82983 -1.70158
H -1.93640 1.60177 1.64263
H -0.79396 2.06025 0.27013

Molecular weight = 112.14 g/mol
Frontier orbital gap = 0.3282 Ha
Lowest unoccupied orbital energy = 0.88 eV

natural (NBO) population analysis, charges in e, atoms 1 to 5: atom 1 (C): 0.287, atom 2 (C): 0.340, atom 3 (C): 0.125, atom 4 (N): -0.735, atom 5 (N): -0.810

Version three
Below is a molecular structure, C4H8N4, with properties calculated with wB97M-V/def2-TZVPD.

Atoms and positions in Å:
C 1.76569 0.35540 0.05503
C 0.77842 -0.75135 -0.44342
C -0.50944 -1.06735 -0.21416
C -1.43051 0.09327 0.12808
H 2.83487 -1.13133 0.83695
H 3.87752 0.49706 0.32354
H 0.57102 1.89819 -0.26670
H 1.35288 -1.47825 -0.77918
H -0.92483 -1.93013 -0.55778
H -3.64194 0.38315 -0.01683
H -2.71737 -1.28703 1.22261
H -2.22934 1.98624 -0.60337
N 3.10554 -0.27053 0.09420
N 1.30668 1.56376 0.27363
N -2.86237 -0.21416 0.37354
N -1.27682 1.35306 -0.42613

Molecular weight = 112.14 g/mol
Frontier orbital gap = 0.3077 Ha
Lowest unoccupied orbital energy = -0.15 eV

natural (NBO) population analysis, charges in e, atoms 1 to 5: atom 1 (C): 0.397, atom 2 (C): -0.177, atom 3 (C): -0.259, atom 4 (C): 0.404, atom 5 (H): 0.393

Most stable structure - version one; separation to the second - 1.219 eV.

Version one
Below is C4H8N4 in the gas phase, with properties calculated with wB97M-V/def2-TZVPD.

Atoms and positions in Å:
C 1.15454 -1.05511 -0.81973
C 0.38677 0.15878 -1.07045
C 0.41667 1.19880 -2.17129
C -0.98629 -0.22973 2.76111
N -1.10011 -0.03325 -0.73887
N -1.37577 -0.13060 0.39882
N 1.14373 0.09691 -0.01023
N -0.66616 0.00867 1.37011
H 0.79622 -1.99378 -0.37173
H 2.15260 -1.30115 -1.33594
H 0.48732 2.26545 -1.73152
H -0.38886 0.95897 -2.88739
H 1.32383 1.05767 -2.83981
H -2.01776 0.15869 3.05646
H -1.09755 -1.31568 2.90565
H -0.22917 0.15536 3.48481

Molecular weight = 112.14 g/mol
Frontier orbital gap = 0.2955 Ha
Lowest unoccupied orbital energy = -0.77 eV

natural (NBO) population analysis, charges in e, atoms 1 to 5: atom 1 (C): -0.297, atom 2 (C): 0.096, atom 3 (C): -0.610, atom 4 (C): -0.443, atom 5 (N): -0.184

Version two
Below is a molecular structure, C4H8N4, with properties calculated with wB97M-V/def2-TZVPD.

Atoms and positions in Å:
C -0.84783 0.02390 0.20325
C 0.20417 0.56999 1.13649
C 0.56158 1.39660 -0.02626
N -2.12581 0.52251 0.39070
C -0.64730 -1.09212 -0.64910
N 1.51825 -0.72627 -1.20753
N 0.48795 -1.51835 -1.14272
N 2.69546 -1.03233 -0.95451
H -2.47799 0.54089 1.33719
H -2.81641 0.33585 -0.31993
H 2.75156 -1.96874 -0.51581
H -1.53041 -1.63728 -0.97169
H -0.23044 1.07519 2.00106
H 0.96533 -0.14708 1.42793
H 1.56325 1.42683 -0.41553
H -0.07138 2.23041 -0.29353

Molecular weight = 112.14 g/mol
Frontier orbital gap = 0.3018 Ha
Lowest unoccupied orbital energy = 0.25 eV

natural (NBO) population analysis, charges in e, atoms 1 to 5: atom 1 (C): 0.124, atom 2 (C): -0.465, atom 3 (C): -0.334, atom 4 (N): -0.817, atom 5 (C): 0.034

Version three
Below is C4H8N4 in the gas phase, with properties calculated with wB97M-V/def2-TZVPD.

Atoms and positions in Å:
C 1.54600 -0.90993 -1.49569
C 0.43738 -0.49215 0.51046
C -1.74455 -1.25684 1.61232
C -0.61904 -0.23100 1.45878
N 1.00477 -1.14745 -0.28814
N 1.31841 0.32635 -2.00409
N 0.79627 1.18761 -1.20315
N 0.57498 2.40329 -1.77215
H 2.19851 -1.71496 -1.83839
H -1.49455 -2.22536 1.89984
H -2.19830 -1.29165 0.63931
H -2.55263 -1.10565 2.31786
H -0.16704 -0.13943 2.39261
H -1.00903 0.80954 1.50956
H 1.07053 2.64552 -2.58699
H 0.83829 3.14211 -1.15213

Molecular weight = 112.14 g/mol
Frontier orbital gap (spin up / spin down) = 0.2789 / 0.2790 Ha
Lowest unoccupied orbital energy (spin up / spin down) = 0.83 / 0.83 eV

natural (NBO) population analysis, charges in e, atoms 1 to 5: atom 1 (C): -0.075, atom 2 (C): 0.461, atom 3 (C): -0.606, atom 4 (C): -0.536, atom 5 (N): -0.306

Most stable structure - version two; separation to the second - 0.361 eV.